Below is a molecular structure, C15H9F27N3O27S9Zn3, with properties calculated with ωB97M-V/def2-TZVPD.

XYZ file:
```
93
Properties=species:S:1:pos:R:3:forces:R:3:mulliken_charge:R:1
Zn 1.993150 1.759785 2.090362 -0.8 -1.4 -0.3 1.268
Zn 2.261977 -1.679040 -2.246329 -0.9 0.0 0.8 0.997
Zn -1.149208 1.895292 -2.315585 -0.1 -1.0 0.6 2.109
C 2.649211 -0.204825 5.894555 -0.3 -0.2 -0.9 0.544
F 3.518234 -0.927426 6.603083 0.1 -0.1 0.2 -0.244
F 1.511904 -0.137209 6.589700 0.0 0.1 0.1 -0.243
F 3.141385 1.033992 5.768333 0.1 0.1 0.3 -0.223
S 2.367965 -0.953138 4.185972 0.3 -1.0 -0.5 1.041
O 3.576418 -1.685212 3.892918 -0.3 0.6 0.4 -0.689
O 1.166558 -1.751220 4.307676 0.3 0.7 0.2 -0.698
O 2.210646 0.262373 3.370769 0.2 -0.1 0.4 -0.249
C 5.586094 1.016016 -0.726199 -1.2 0.0 -0.7 0.415
F 5.214579 1.473619 -1.938642 0.1 0.0 0.2 -0.169
F 6.666391 0.265743 -0.905525 0.3 0.1 0.1 -0.200
F 5.879628 2.077219 0.023530 0.3 0.0 0.2 -0.214
S 4.228159 -0.021137 0.035834 0.3 -0.8 0.4 1.026
O 4.964403 -0.866725 0.919973 -0.1 0.3 0.0 -0.628
O 3.314198 0.932344 0.659911 0.4 0.3 -0.3 -0.544
O 3.652316 -0.699147 -1.125614 0.7 0.6 0.1 -0.339
C 4.045549 -5.365213 -1.999967 -0.3 1.0 0.5 0.532
F 4.570879 -6.498884 -1.542418 0.0 -0.3 -0.1 -0.222
F 5.061477 -4.585207 -2.411951 0.0 0.0 -0.1 -0.226
F 3.278554 -5.615694 -3.058609 0.1 -0.3 0.0 -0.179
S 3.099307 -4.499145 -0.641797 0.0 -0.5 1.6 1.126
O 4.110534 -4.078171 0.291892 -0.1 -0.1 -0.7 -0.660
O 2.432274 -3.377696 -1.337257 0.1 -0.7 -0.5 -0.101
O 2.179240 -5.500442 -0.143209 0.3 0.5 -0.9 -0.698
C 2.482106 1.982048 -4.965714 0.0 -0.2 1.1 0.501
F 2.130201 3.142403 -4.408558 -0.1 0.0 -0.3 -0.236
F 2.484656 2.103441 -6.284137 -0.1 0.1 -0.2 -0.240
F 3.721578 1.701346 -4.558083 0.0 0.0 -0.2 -0.233
S 1.315476 0.623180 -4.395694 -1.3 -1.0 -0.2 0.470
O 0.954932 -0.110188 -5.576178 0.4 0.7 0.3 -0.640
O 2.085534 -0.114030 -3.412594 1.1 0.5 -0.3 -0.598
O 0.212243 1.308855 -3.723399 0.1 0.5 -0.7 -1.105
C -4.880538 2.224345 -0.202441 1.1 0.8 0.2 0.574
F -4.336308 1.752947 0.919809 -0.1 -0.2 0.0 -0.161
F -5.010652 1.199177 -1.054930 -0.3 -0.1 -0.1 -0.219
F -6.086421 2.710354 0.091316 -0.3 -0.2 -0.1 -0.254
S -3.793934 3.591515 -0.895342 -0.3 0.3 -0.7 1.162
O -2.699007 2.794836 -1.489184 -0.4 0.4 0.3 -0.627
O -4.629847 4.208819 -1.911586 0.3 -0.4 0.4 -0.738
O -3.427797 4.404467 0.226158 -0.1 -0.5 -0.2 -0.639
C -0.147758 -4.826418 -3.723033 0.8 1.1 -0.1 0.494
F 1.092013 -5.001364 -4.230864 -0.3 0.1 0.0 -0.240
F -0.953088 -5.604092 -4.449720 -0.4 -0.1 0.2 -0.234
F -0.134567 -5.214335 -2.456925 -0.1 -0.4 0.0 -0.197
S -0.631882 -3.017287 -3.801799 -1.3 -0.4 -0.9 1.096
O -1.814308 -2.936831 -2.968815 0.5 0.0 0.0 -0.700
O 0.535012 -2.318492 -3.275996 0.2 -0.2 0.0 -0.437
O -0.893224 -2.804296 -5.212519 0.5 -0.1 0.4 -0.713
C 2.460563 4.347101 -1.334830 -0.1 -0.6 0.8 0.445
F 2.225716 5.091539 -2.405987 -0.2 0.0 -0.1 -0.205
F 3.182250 3.284331 -1.681112 0.0 0.1 -0.2 -0.159
F 3.175755 5.080808 -0.468826 0.1 0.0 -0.1 -0.219
S 0.915047 3.779554 -0.463157 -0.8 -0.1 0.1 1.024
O 0.257072 2.937931 -1.459836 0.6 0.8 -0.4 -0.619
O 1.405790 2.913288 0.597509 0.5 1.1 -0.2 -0.618
O 0.214388 4.965561 -0.089847 0.5 -0.2 -0.2 -0.669
C -1.038317 -1.619422 0.744530 0.7 -0.1 -0.7 -0.077
F -1.585463 -1.250005 1.896194 -0.3 0.1 -0.1 -0.067
F -0.270576 -2.677170 0.955891 0.0 0.1 0.1 -0.173
F -1.982905 -1.953920 -0.134439 -0.3 0.0 0.3 -0.092
S -0.015186 -0.244892 0.007572 0.4 1.0 -0.5 -0.472
O -0.984492 0.531272 -0.784505 0.3 -0.7 1.0 0.340
O 0.541509 0.408989 1.171837 -0.7 -0.2 -0.2 -0.021
O 0.998348 -0.834777 -0.839863 -0.7 -0.3 0.5 0.140
C -0.232135 3.786072 5.555991 0.0 -0.3 -0.5 0.382
F -1.247599 4.548845 5.968815 -0.1 0.1 -0.1 -0.206
F 0.899296 4.443975 5.838199 0.2 -0.1 0.1 -0.224
F -0.281578 2.646969 6.247832 0.4 0.1 0.2 -0.196
S -0.415872 3.366098 3.749304 -1.8 0.5 -1.5 1.033
O -1.659485 2.627901 3.789144 0.4 0.0 0.3 -0.688
O -0.465254 4.596150 2.987061 0.6 -0.5 1.1 -0.638
O 0.729518 2.503126 3.427685 0.6 0.4 0.7 -0.177
C -5.138123 -1.992706 1.228681 0.1 -0.5 0.9 -0.085
C -5.642948 -3.342523 0.987442 -0.1 0.1 -1.0 0.207
N -6.078876 -4.386559 0.790630 0.0 0.0 0.2 -0.461
H -4.049552 -1.997774 1.235833 0.0 0.0 0.1 -0.125
H -5.524244 -1.814588 2.237760 0.3 0.7 -0.1 0.242
H -5.460000 -1.214410 0.545124 -0.3 -0.2 -0.2 0.179
C -2.939220 -0.330454 4.717768 1.4 -0.1 -0.2 0.062
C -3.222997 0.155921 6.055560 -0.6 0.3 -0.1 0.163
N -3.466775 0.552590 7.106048 0.0 -0.1 0.0 -0.517
H -3.782856 -0.684263 4.134875 -0.2 -0.1 0.4 0.084
H -2.181681 -1.111623 4.838530 -0.2 -0.2 -0.2 0.242
H -2.417168 0.427803 4.126213 -0.2 0.3 0.2 0.046
C -4.757486 -0.441707 -4.141689 0.3 -0.4 -0.4 -1.209
C -3.540249 0.106335 -3.562549 -0.3 -0.1 0.1 0.591
N -2.581075 0.520238 -3.105756 0.1 0.4 -0.3 0.166
H -4.636032 -1.523948 -4.208109 0.0 0.0 0.1 0.316
H -4.858331 -0.072041 -5.161666 0.0 0.1 0.0 0.325
H -5.655016 -0.200864 -3.581031 0.1 0.1 0.2 0.316
```
Positions in Å, forces in eV/Å.

Summary:
net charge	-3
energy relative to the best compared isomer or geometry (same formula, charge and spin)	0.000	eV
HOMO-LUMO gap	0.319	Ha
largest force on an atom	2.383	eV/Å
LUMO energy	4.90	eV